(1)
C21H59BN16O33P | ωB97M-V/def2-TZVPD

Last column: Löwdin charge in e.
Geometry (Å):
C: 1.63 -2.78 -3.85  -0.1291
C: 2.37 -1.36 -4.12  -0.1526
B: 1.26 -0.19 -3.84  -0.5941
O: 1.34 0.80 -2.78  0.0261
N: 0.06 -0.15 -4.74  -0.2088
C: -0.10 1.20 -5.35  -0.1494
C: -0.26 1.12 -6.97  -0.5645
O: -0.39 2.19 -7.67  -0.1429
O: -0.23 -0.10 -7.63  -0.2345
P: -1.29 -0.69 -3.76  0.8865
C: -2.54 -1.72 -4.72  -0.3028
C: -2.07 0.64 -2.68  -0.3061
H: 0.73 -2.80 -4.56  0.0675
H: 1.28 -2.78 -2.76  0.0725
H: 2.34 -3.66 -4.08  0.0352
H: 3.28 -1.22 -3.44  0.0849
H: 2.70 -1.29 -5.22  0.1145
H: 2.02 1.45 -3.05  0.0910
H: 0.90 1.76 -5.19  0.1241
H: -0.91 1.86 -4.90  0.0857
H: -2.96 -2.54 -4.03  0.0396
H: -1.96 -2.28 -5.55  0.0367
H: -3.39 -1.14 -5.20  0.0369
H: -1.30 1.07 -1.95  0.0430
H: -2.88 0.15 -2.02  0.0441
H: -2.48 1.55 -3.26  0.0168
C: -1.17 4.84 -1.51  0.0328
N: -1.95 3.97 -2.43  -0.4082
O: -3.17 3.99 -2.32  0.0347
O: -1.32 3.31 -3.23  0.0439
H: -1.86 5.36 -0.85  0.0631
H: -0.51 4.19 -0.93  0.1070
H: -0.60 5.54 -2.12  0.1042
C: 0.27 8.10 1.91  0.0542
N: -0.37 6.94 1.23  -0.4144
O: -0.44 5.89 1.84  0.0641
O: -0.79 7.13 0.10  0.0564
H: 0.59 7.78 2.90  0.0968
H: 1.12 8.40 1.31  0.1050
H: -0.47 8.89 1.97  0.1029
C: 6.26 -4.34 -3.68  0.0455
N: 4.80 -4.49 -3.93  -0.4248
O: 4.18 -5.23 -3.19  0.0473
O: 4.34 -3.86 -4.86  0.0625
H: 6.53 -4.95 -2.82  0.0610
H: 6.79 -4.67 -4.57  0.0961
H: 6.45 -3.29 -3.47  0.1057
C: 0.04 3.39 4.17  0.0253
N: 1.32 3.88 4.75  -0.4294
O: 1.86 4.83 4.20  0.0659
O: 1.74 3.30 5.74  0.0342
H: -0.21 3.99 3.31  0.0540
H: 0.19 2.34 3.88  0.1117
H: -0.72 3.48 4.94  0.0792
C: 5.97 -7.86 -1.36  0.0534
N: 7.25 -7.36 -0.80  -0.4325
O: 7.79 -6.43 -1.38  0.0450
O: 7.68 -7.92 0.19  0.0566
H: 5.71 -7.27 -2.24  0.0793
H: 6.11 -8.90 -1.62  0.1022
H: 5.21 -7.74 -0.58  0.1069
C: -4.16 4.27 2.18  0.0593
N: -2.88 3.75 2.72  -0.4136
O: -2.50 4.20 3.79  0.0169
O: -2.31 2.90 2.06  0.0760
H: -4.56 5.01 2.88  0.0980
H: -3.95 4.72 1.22  0.0990
H: -4.85 3.43 2.09  0.1067
C: -2.63 -3.22 -9.00  0.0447
N: -3.43 -3.61 -7.81  -0.4438
O: -4.56 -3.16 -7.72  0.0468
O: -2.89 -4.36 -7.01  0.0378
H: -3.23 -2.55 -9.62  0.0941
H: -1.73 -2.70 -8.64  0.1027
H: -2.37 -4.12 -9.54  0.0939
C: 10.73 -7.70 -3.44  0.0380
N: 9.41 -7.44 -4.07  -0.4384
O: 9.01 -6.29 -4.08  0.0534
O: 8.82 -8.40 -4.53  0.0517
H: 11.13 -6.76 -3.07  0.1015
H: 10.57 -8.40 -2.62  0.1034
H: 11.38 -8.13 -4.20  0.0567
C: -2.08 1.20 6.58  0.0472
N: -3.40 1.47 5.95  -0.4248
O: -3.80 2.62 5.96  0.0650
O: -3.97 0.51 5.45  0.0473
H: -1.68 2.14 6.97  0.0956
H: -2.24 0.48 7.39  0.1026
H: -1.42 0.79 5.82  0.1028
C: -6.87 0.17 5.76  0.0199
N: -8.19 0.44 5.13  -0.4432
O: -8.59 1.60 5.14  0.0356
O: -8.77 -0.51 4.64  0.0640
H: -6.47 1.11 6.16  0.0825
H: -7.04 -0.54 6.57  0.0993
H: -6.22 -0.23 5.00  0.0887
C: -11.03 2.01 8.17  0.0520
N: -9.75 1.48 8.70  -0.4267
O: -9.36 1.93 9.77  0.0473
O: -9.18 0.63 8.04  0.0642
H: -11.42 2.75 8.86  0.0952
H: -10.82 2.46 7.20  0.1021
H: -11.72 1.17 8.07  0.1046
C: 4.95 1.86 5.72  0.0393
N: 5.47 0.47 5.56  -0.4504
O: 6.40 0.31 4.78  0.0618
O: 4.93 -0.40 6.22  0.0542
H: 5.53 2.52 5.08  0.0965
H: 3.90 1.85 5.43  0.0815
H: 5.07 2.14 6.76  0.1022
C: -7.62 4.52 10.11  0.0278
N: -7.14 5.84 9.64  -0.4486
O: -7.97 6.72 9.48  0.0588
O: -5.94 5.95 9.46  0.0592
H: -8.70 4.56 10.24  0.0862
H: -7.36 3.78 9.35  0.0941
H: -7.14 4.30 11.06  0.1039
C: 13.23 -11.41 -4.04  0.0485
N: 13.72 -10.10 -4.54  -0.4260
O: 12.89 -9.22 -4.72  0.0368
O: 14.91 -10.00 -4.74  0.0784
H: 12.15 -11.36 -3.91  0.0979
H: 13.49 -12.16 -4.78  0.1027
H: 13.72 -11.60 -3.09  0.1024
C: -5.25 5.42 -4.54  0.0429
N: -4.78 6.75 -5.01  -0.4488
O: -5.62 7.62 -5.18  0.0442
O: -3.58 6.87 -5.20  0.0654
H: -6.33 5.46 -4.41  0.0918
H: -4.97 4.68 -5.29  0.1108
H: -4.76 5.22 -3.58  0.0725

## Properties
Total charge: -1
Frontier orbital gap (eV): 4.234
E_tot (eV): -124066.4672
Largest force on an atom (Eh/bohr): 0.107
Relative energy (zero: lowest compared OMol25 entry of this formula, charge and spin) (kcal per mole): 81.2
Molecular weight (g mol⁻¹): 1105.57

(2)
C21H60O10S9 | ωB97M-V/def2-TZVPD

Last column: Löwdin charge in e.
Geometry (Å):
C: 6.19 8.55 -0.92  -0.2551
S: 4.83 7.36 -0.45  0.8369
O: 4.14 7.11 -1.77  -0.5781
C: 6.02 5.99 -0.27  -0.2901
H: 6.63 8.30 -1.89  0.0546
H: 6.98 8.49 -0.17  0.0441
H: 5.68 9.50 -1.07  0.0392
H: 6.80 6.09 0.48  0.0505
H: 6.48 5.70 -1.21  0.0588
H: 5.44 5.13 0.08  0.0390
C: -7.10 -3.71 5.82  -0.2702
S: -6.36 -3.50 4.16  0.8325
O: -5.44 -2.30 4.32  -0.5860
C: -5.29 -5.01 4.24  -0.2637
H: -7.80 -2.89 6.01  0.0508
H: -6.30 -3.72 6.55  0.0545
H: -7.59 -4.68 5.92  0.0459
H: -4.77 -5.18 3.29  0.0435
H: -6.01 -5.82 4.39  0.0361
H: -4.61 -5.09 5.08  0.0566
C: -4.59 -5.70 -4.00  -0.2582
S: -4.49 -4.25 -2.84  0.8475
O: -3.62 -3.24 -3.59  -0.5939
C: -6.21 -3.80 -3.24  -0.2857
H: -3.68 -6.30 -4.05  0.0461
H: -4.82 -5.35 -5.00  0.0504
H: -5.45 -6.26 -3.62  0.0410
H: -6.95 -4.35 -2.65  0.0513
H: -6.55 -3.86 -4.28  0.0557
H: -6.26 -2.73 -3.05  0.0464
C: -0.39 8.94 4.50  -0.2717
S: -0.21 7.57 5.73  0.8507
O: -1.65 7.30 6.09  -0.5904
C: 0.09 6.29 4.44  -0.2712
H: 0.59 9.16 4.08  0.0414
H: -0.75 9.86 4.97  0.0450
H: -1.09 8.75 3.69  0.0548
H: -0.14 5.29 4.80  0.0468
H: 1.14 6.28 4.13  0.0423
H: -0.58 6.33 3.57  0.0526
C: -0.68 -0.24 0.93  -0.2767
S: 0.78 0.76 0.46  0.8490
O: 2.01 0.22 1.25  -0.5977
C: 0.97 0.13 -1.30  -0.2507
H: -0.51 -1.31 1.00  0.0513
H: -1.56 -0.10 0.31  0.0514
H: -0.91 -0.01 1.97  0.0432
H: 1.85 0.63 -1.70  0.0406
H: 0.09 0.46 -1.84  0.0405
H: 1.00 -0.96 -1.41  0.0497
C: -3.04 1.14 -7.75  -0.2538
S: -4.73 0.42 -7.52  0.8251
O: -5.76 1.14 -8.42  -0.5887
C: -4.36 -1.17 -8.32  -0.2763
H: -2.82 0.94 -8.80  0.0435
H: -2.40 0.51 -7.13  0.0465
H: -3.05 2.21 -7.55  0.0526
H: -4.00 -1.07 -9.35  0.0562
H: -5.24 -1.82 -8.30  0.0491
H: -3.57 -1.61 -7.72  0.0448
C: 5.26 -5.45 -1.60  -0.2572
S: 4.00 -6.77 -1.81  0.8136
O: 4.04 -7.85 -0.74  -0.5719
C: 2.43 -5.83 -1.53  -0.2570
H: 5.67 -5.43 -0.59  0.0523
H: 4.82 -4.48 -1.81  0.0447
H: 6.07 -5.72 -2.28  0.0390
H: 2.19 -5.14 -2.34  0.0457
H: 2.63 -5.21 -0.66  0.0415
H: 1.60 -6.52 -1.42  0.0494
C: 8.98 -1.08 2.07  -0.2671
S: 9.53 0.23 0.90  0.8539
O: 10.95 -0.26 0.71  -0.5991
C: 8.59 -0.49 -0.53  -0.2700
H: 9.33 -0.93 3.09  0.0513
H: 9.22 -2.06 1.67  0.0578
H: 7.90 -0.96 2.17  0.0391
H: 7.54 -0.61 -0.26  0.0393
H: 8.87 -1.51 -0.81  0.0520
H: 8.67 0.07 -1.47  0.0430
C: 1.90 -3.54 5.49  -0.2722
S: 3.66 -3.52 5.10  0.8196
O: 4.39 -3.44 6.45  -0.5954
C: 3.96 -5.23 4.42  -0.2388
H: 1.50 -2.58 5.81  0.0544
H: 1.68 -4.35 6.20  0.0581
H: 1.45 -3.62 4.50  0.0387
H: 3.51 -5.97 5.09  0.0513
H: 5.03 -5.34 4.23  0.0507
H: 3.36 -5.17 3.51  0.0329
C: -7.75 4.67 -1.92  -0.0266
C: -6.68 5.12 -0.91  -0.4522
O: -6.97 5.57 0.19  0.0509
C: -5.21 4.82 -1.28  -0.0295
H: -7.32 4.20 -2.80  0.0675
H: -8.25 5.55 -2.31  0.0824
H: -8.47 4.00 -1.46  0.0828
H: -4.91 3.81 -0.99  0.0825
H: -4.61 5.62 -0.85  0.0757
H: -4.95 4.87 -2.34  0.0665

## Properties
Frontier orbital gap (eV): 8.530
E_tot (eV): -140730.9749
Largest force on an atom (Eh/bohr): 0.070
Molecular weight (g mol⁻¹): 761.30